# 1
{
  "formula": "C23H27N2O2S",
  "method": "wB97M-V/def2-TZVPD",
  "elements": ["C", "C", "N", "C", "N", "C", "C", "C", "C", "S", "H", "H", "H", "H", "H", "H", "H", "H", "H", "H", "H", "H", "C", "O", "C", "C", "C", "C", "C", "C", "C", "C", "C", "O", "C", "C", "C", "C", "C", "C", "H", "H", "H", "H", "H", "H", "H", "H", "H", "H", "H", "H", "H", "H", "H"],
  "coordinates": [[-0.5380, -3.6158, -0.9723], [-0.2556, -2.1696, -1.3295], [0.9974, -1.6991, -0.7488], [1.9921, -2.4793, -1.1000], [1.8785, -3.8104, -1.4189], [0.5658, -4.4368, -1.6048], [2.9867, -4.6956, -1.7647], [4.2999, -4.2548, -1.1430], [4.7026, -2.8802, -1.6407], [3.5187, -1.6138, -1.1375], [-0.5741, -3.7807, 0.1149], [-1.5008, -3.9411, -1.3819], [-0.2357, -2.0988, -2.4386], [-1.0154, -1.4863, -0.9421], [0.6166, -5.4544, -1.1990], [0.3622, -4.5048, -2.6848], [2.7222, -5.7053, -1.4163], [3.0902, -4.7516, -2.8622], [4.1815, -4.2157, -0.0545], [5.0841, -4.9785, -1.3980], [5.6287, -2.5547, -1.1515], [4.8244, -2.8475, -2.7317], [2.4731, 3.6695, 5.3181], [2.0458, 2.2951, 5.1378], [1.3075, 2.0147, 4.0257], [0.8146, 0.6893, 3.8744], [0.1470, 0.3269, 2.7261], [-0.1603, 1.2790, 1.7058], [-0.9819, 0.8691, 0.6133], [-1.9889, 1.6767, 0.0399], [-2.8065, 1.1815, -1.0272], [-3.6246, 2.0587, -1.7180], [-3.7367, 3.4162, -1.3007], [-4.5508, 4.1772, -2.0810], [-5.0360, 3.3064, -3.1769], [-4.5515, 1.8771, -2.8776], [-3.0614, 3.8936, -0.1688], [-2.2552, 3.0160, 0.5069], [0.3641, 2.5962, 1.8618], [1.0532, 2.9733, 3.0015], [3.0553, 3.6570, 6.2362], [3.0946, 4.0092, 4.4758], [1.5976, 4.3265, 5.4297], [1.0006, -0.0263, 4.6780], [-0.2266, -0.6887, 2.5975], [-0.8873, -0.1677, 0.2836], [-2.7956, 0.1243, -1.2929], [-6.1287, 3.4048, -3.2134], [-4.6118, 3.6999, -4.1149], [-4.0564, 1.4291, -3.7464], [-5.4039, 1.2467, -2.5911], [-3.2077, 4.9229, 0.1596], [-1.7855, 3.3578, 1.4242], [0.1787, 3.3565, 1.1020], [1.3931, 4.0063, 3.1169]],
  "lowdin_charge": [-0.173, -0.260, -0.036, -0.648, -0.090, -0.162, -0.178, -0.237, -0.481, 0.985, 0.121, 0.115, 0.130, 0.058, 0.124, 0.131, 0.125, 0.134, 0.121, 0.122, 0.074, 0.083, -0.042, -0.059, -0.221, 0.026, 0.010, -0.195, 0.116, -0.167, 0.075, -0.127, -0.175, 0.029, -0.086, -0.085, 0.041, 0.013, -0.018, 0.010, 0.098, 0.099, 0.104, 0.132, 0.128, 0.094, 0.130, 0.132, 0.134, 0.131, 0.132, 0.137, 0.112, 0.121, 0.112],
  "multiplicity": 1,
  "total_charge": 1,
  "homo_energy_ha": -0.37218,
  "gap_ev": 5.36
}

=====

# 2
{
  "formula": "C23H27N3O2Pd",
  "method": "wB97M-V/def2-TZVPD",
  "elements": ["Pd", "C", "C", "C", "C", "C", "C", "C", "C", "C", "C", "H", "H", "H", "H", "H", "H", "H", "H", "H", "H", "H", "H", "H", "H", "H", "C", "C", "C", "C", "N", "N", "C", "H", "H", "H", "H", "H", "H", "H", "H", "O", "C", "N", "C", "O", "C", "C", "C", "C", "C", "C", "H", "H", "H", "H"],
  "coordinates": [[-1.4792, 0.3811, -0.6023], [-1.3999, 1.1317, 2.0615], [-2.5779, 0.8784, 1.2881], [-2.9110, -0.5010, 1.4891], [-1.9803, -1.0560, 2.3851], [-1.0414, -0.0530, 2.7169], [0.1948, -0.2648, 3.5401], [-1.8750, -2.4989, 2.7850], [-4.2006, -1.1262, 1.0363], [-3.5896, 1.9187, 0.8700], [-0.7154, 2.4582, 2.2147], [0.9732, 0.4581, 3.2784], [0.6213, -1.2610, 3.3777], [0.0197, -0.1665, 4.6222], [-1.6737, -2.6155, 3.8573], [-1.0727, -3.0321, 2.2546], [-2.8062, -3.0371, 2.5794], [-4.5526, -0.6637, 0.1124], [-5.0044, -1.0239, 1.7850], [-4.0981, -2.1952, 0.8341], [-4.4506, 1.9468, 1.5605], [-3.9774, 1.7460, -0.1355], [-3.1458, 2.9174, 0.8720], [0.3726, 2.3643, 2.1358], [-0.9258, 2.9407, 3.1826], [-1.0224, 3.1498, 1.4278], [-2.6207, -4.2595, -0.6704], [-1.1821, -3.8754, -0.5775], [-0.0271, -4.6351, -0.6299], [1.0179, -3.6983, -0.4893], [0.5368, -2.4710, -0.3668], [-0.7939, -2.5997, -0.4138], [2.4976, -3.9267, -0.4741], [-2.7220, -5.3453, -0.6379], [-3.0722, -3.8986, -1.5973], [-3.1876, -3.8374, 0.1586], [0.0430, -5.7057, -0.7510], [-1.4096, -1.7340, -0.3975], [2.7373, -4.9503, -0.7692], [2.9149, -3.7526, 0.5204], [2.9891, -3.2361, -1.1604], [-2.6255, 0.0340, -3.7974], [-1.4144, 0.1591, -3.7016], [-0.6557, 0.3820, -2.5870], [0.6661, 0.4666, -2.9413], [1.6333, 0.7129, -2.2445], [0.7840, 0.2424, -4.4390], [1.8747, 0.1998, -5.2811], [1.6344, -0.0240, -6.6379], [0.3370, -0.1925, -7.1147], [-0.7556, -0.1451, -6.2470], [-0.4987, 0.0725, -4.9099], [2.8761, 0.3346, -4.8902], [2.4652, -0.0710, -7.3340], [0.1795, -0.3647, -8.1742], [-1.7727, -0.2762, -6.5965]],
  "lowdin_charge": [0.398, -0.285, -0.399, -0.313, -0.274, -0.267, -0.077, -0.081, -0.086, -0.109, -0.093, 0.054, 0.058, 0.056, 0.057, 0.056, 0.052, 0.062, 0.061, 0.027, 0.061, 0.047, 0.047, 0.056, 0.058, 0.050, -0.032, -0.339, -0.033, -0.391, 0.097, 0.018, -0.065, 0.066, 0.080, 0.043, 0.082, 0.090, 0.056, 0.062, 0.067, 0.006, -0.485, 0.025, -0.474, 0.025, -0.097, -0.029, -0.117, -0.117, -0.031, -0.099, 0.106, 0.082, 0.082, 0.105],
  "e_above_lowest_ev": 0.000,
  "multiplicity": 1,
  "total_charge": -2,
  "homo_energy_ha": 0.02382,
  "gap_ev": 4.22
}

=====

# 3
{
  "formula": "C23H27N3O3",
  "method": "wB97M-V/def2-TZVPD",
  "elements": ["C", "O", "C", "C", "C", "C", "C", "C", "C", "N", "C", "N", "C", "C", "H", "H", "H", "H", "H", "H", "H", "H", "C", "O", "C", "O", "C", "C", "C", "C", "N", "C", "C", "C", "C", "C", "C", "H", "H", "H", "H", "H", "H", "H", "H", "H", "H", "H", "H", "H", "H", "H", "H", "H", "H", "H"],
  "coordinates": [[-4.2840, 1.3304, 3.1082], [-3.5800, 0.1448, 3.5438], [-2.2840, 0.0090, 3.1724], [-1.6354, -1.2000, 3.4983], [-0.3539, -1.4258, 3.0491], [0.2973, -0.4792, 2.2306], [1.6022, -0.7562, 1.5086], [2.6854, 0.2676, 1.4578], [3.9479, -0.0489, 0.8988], [5.0286, -0.3386, 0.4961], [2.6314, 1.4352, 2.2369], [2.5129, 2.4244, 2.8697], [-0.3113, 0.7393, 2.0209], [-1.5866, 1.0097, 2.4741], [-5.3035, 1.1872, 3.4746], [-3.8402, 2.2371, 3.5414], [-4.2628, 1.4015, 2.0137], [-2.2100, -1.9134, 4.0730], [0.1135, -2.3538, 3.3675], [2.0867, -1.5338, 2.1237], [0.2414, 1.5106, 1.5015], [-2.0364, 1.9646, 2.2015], [3.2783, 2.7468, -0.8764], [2.7080, 1.6062, -1.5589], [1.3748, 1.4678, -1.4688], [0.6864, 1.9755, -0.5970], [0.7708, 0.6333, -2.5679], [-0.2017, 1.4789, -3.4168], [-1.5683, 0.8117, -3.2934], [-1.3267, -0.5416, -2.6381], [-0.0496, -0.4168, -1.9532], [0.4509, -1.5451, -1.3089], [1.2655, -1.4904, -0.1303], [1.8111, -2.8039, 0.3755], [1.6263, -4.1191, -0.4277], [1.3579, -3.9114, -1.9164], [0.2598, -2.8456, -2.0870], [3.9168, 3.2268, -1.6218], [2.4920, 3.4229, -0.5344], [3.8720, 2.3774, -0.0389], [1.6119, 0.2316, -3.1608], [-0.2379, 2.5093, -3.0464], [0.1702, 1.5006, -4.4456], [-2.2345, 1.4158, -2.6715], [-2.0414, 0.6742, -4.2655], [-2.1058, -0.8357, -1.9264], [-1.2899, -1.3044, -3.4326], [1.9978, -0.5992, -0.3826], [2.8936, -2.6629, 0.5605], [1.2963, -3.0479, 1.3295], [2.5126, -4.7604, -0.2850], [0.7564, -4.6601, -0.0051], [2.2666, -3.6259, -2.4782], [1.0343, -4.8533, -2.3845], [-0.7295, -3.2395, -1.7898], [0.2048, -2.6634, -3.1716]],
  "lowdin_charge": [-0.063, -0.089, -0.274, -0.003, -0.024, -0.185, -0.124, -0.299, -0.275, 0.122, -0.281, 0.123, -0.031, 0.006, 0.092, 0.095, 0.092, 0.116, 0.114, 0.134, 0.089, 0.109, -0.009, -0.032, -0.460, 0.101, -0.162, -0.090, -0.137, -0.150, -0.032, -0.066, -0.063, -0.175, -0.177, -0.186, -0.113, 0.097, 0.099, 0.075, 0.166, 0.125, 0.120, 0.118, 0.113, 0.135, 0.113, 0.174, 0.129, 0.109, 0.117, 0.116, 0.124, 0.115, 0.141, 0.118],
  "e_above_lowest_ev": 9.165,
  "multiplicity": 1,
  "total_charge": 0,
  "homo_energy_ha": -0.25189,
  "gap_ev": 5.29
}